{"formula": "C4H12OS2", "method": "the ωB97M-V functional and the def2-TZVPD basis", "molar_mass_g_mol": 140.27, "de_lowest_kj_mol": 146.2, "smiles": "CCCSSC.O", "lumo_ev": 0.690, "homo_energy_ev": -7.87, "orbital_gap_ev": 8.560, "charge": 0, "species": ["C", "C", "C", "S", "S", "C", "H", "H", "H", "H", "H", "H", "H", "H", "H", "H", "O", "H", "H"], "coordinates": [[-2.41562, 1.28335, -0.52607], [-1.11946, 1.87100, 0.01569], [0.01776, 1.50280, -0.92828], [0.91417, 0.05782, -0.18001], [2.73741, -0.75497, -0.83049], [2.53287, -2.29941, 0.03275], [-2.27253, 0.26413, -0.90489], [-2.67422, 1.78609, -1.47106], [-3.27295, 1.29582, 0.13582], [-0.87395, 1.35741, 0.95360], [-1.18937, 2.95430, 0.07743], [0.82301, 2.24418, -1.03207], [-0.26116, 1.44457, -1.98310], [1.51421, -2.66868, -0.10747], [2.86945, -2.38141, 1.06743], [3.14916, -3.06256, -0.46807], [-0.45379, -1.86512, 1.79636], [-0.48636, -1.45486, 2.67915], [0.46137, -1.57443, 1.67328]], "atomic_forces_ev_per_a": [[-0.1, -0.2, -1.4], [0.1, -1.3, -0.3], [2.4, 0.9, -1.4], [-1.2, -0.4, 1.1], [0.4, 0.9, -0.7], [0.0, -1.5, -0.4], [0.1, -0.1, 0.6], [-0.2, 0.3, 0.4], [0.0, 0.1, 0.2], [-0.2, 0.8, 0.3], [0.1, 0.0, 0.5], [-0.4, 0.3, 0.7], [-0.5, -0.9, 0.1], [0.0, 0.1, 0.3], [-0.3, 0.7, 0.1], [0.0, 0.4, -0.2], [0.8, 0.6, 1.3], [-1.0, -0.4, 0.0], [0.0, -0.3, -1.1]], "lowdin_charge": [-0.1219, -0.3213, -0.5154, 0.5276, 0.4400, -0.5446, 0.0777, 0.0756, 0.0680, 0.0772, 0.1090, 0.0616, 0.0782, 0.0255, 0.0402, 0.0368, -0.1100, 0.0450, -0.0492]}